No. 1
Formula: C18H28Cl8NOsSbSi2
Source: the Open Molecules 2025 dataset
Level of theory: ωB97M-V with the def2-TZVPD basis set

LUMO level (alpha / beta)	-6.1 / -8.7	eV
HOMO-LUMO gap (alpha / beta)	7.71 / 6.21	eV
E_HOMO (alpha / beta)	-0.5066 / -0.5469	hartree
⟨S²⟩	6.04

ORCA input file:
```
! wB97M-V def2-TZVPD RIJCOSX def2/J DEFGRID3
* xyz 2 5
Os -0.06602 0.14145 -0.08342
Cl -1.94678 -0.01964 1.77090
C -0.43336 -0.47464 2.57070
C 0.67840 -0.45686 1.72329
C 1.90482 -0.78752 2.32513
Cl 3.35639 -0.91192 1.40902
C 1.96698 -1.10051 3.68556
Cl 3.45525 -1.51455 4.40472
C 0.80525 -1.10537 4.47824
Cl 0.88566 -1.51251 6.11963
C -0.43629 -0.79068 3.90929
Cl -1.87956 -0.79597 4.81351
C 2.70941 -1.86467 -2.30068
Si 1.84511 -0.26809 -2.70034
C 2.97820 0.76413 -3.73853
C 0.22473 -0.49985 -3.60247
C 1.58709 0.61361 -0.98086
Si 1.82186 2.56874 -0.93008
C 1.07364 3.20176 0.66101
C 3.64996 2.84297 -0.87925
C 1.02242 3.36744 -2.41991
H 2.87269 -2.45584 -3.20508
H 2.17348 -2.48481 -1.58315
H 3.69146 -1.65789 -1.86744
H 3.08870 0.25577 -4.70153
H 3.97288 0.83892 -3.29651
H 2.60279 1.76652 -3.94177
H 0.35355 -1.27409 -4.36376
H -0.06930 0.41439 -4.12361
H -0.61797 -0.80828 -2.97996
H 2.47135 0.30159 -0.40809
H 1.66321 2.85941 1.51583
H 0.03390 2.90911 0.83793
H 1.09215 4.29523 0.66869
H 4.11729 2.28088 -0.06772
H 3.83879 3.90412 -0.69213
H 4.14224 2.58292 -1.81615
H 0.39344 2.68922 -3.00030
H 1.78971 3.74621 -3.09783
H 0.41425 4.22404 -2.11976
C -0.69820 -3.87363 -2.14857
Sb -0.65131 -2.76965 -0.34496
C 0.70078 -3.87090 0.85041
C -2.50855 -3.32520 0.50653
H -0.94562 -4.89944 -1.87623
H 0.26910 -3.84351 -2.64017
H -1.46521 -3.47374 -2.80793
H 0.28219 -4.86873 0.97667
H 0.81544 -3.39688 1.82335
H 1.67046 -3.93786 0.36078
H -2.57285 -4.41014 0.42880
H -3.33158 -2.86902 -0.03886
H -2.55132 -3.03174 1.55289
Cl -4.56100 2.91290 -1.04501
C -3.00250 3.41780 -1.67397
Cl -2.37011 4.81370 -0.81527
Cl -3.03043 3.66313 -3.40793
C -2.05833 2.29491 -1.41166
N -1.32986 1.43339 -1.20973
*
```

No. 2
Formula: C20H38Br4Cl3CsF2KMgN5O7
Source: the Open Molecules 2025 dataset
Level of theory: ωB97M-V with the def2-TZVPD basis set

LUMO level	-3.1	eV
HOMO-LUMO gap	2.88	eV
E_HOMO	-0.2206	hartree

ORCA input file:
```
! wB97M-V def2-TZVPD RIJCOSX def2/J DEFGRID3
* xyz 0 1
C 6.64141 -2.87937 0.35038
N 5.51256 -2.26673 1.15177
C 4.63880 -1.35785 0.31665
N 3.14170 -1.44492 0.67383
C 2.50472 -2.57781 1.44593
C 1.20153 -3.26708 0.73020
C 1.24679 -3.31425 -0.90751
C -0.11447 -2.75196 -1.64951
C -1.51878 -3.20440 -0.93478
C -2.34274 -1.83066 -0.49132
C -3.32657 -2.03458 0.80415
O -3.53520 -0.69622 1.45056
C -2.61303 -0.53827 2.59124
C 2.39379 -0.33483 0.26074
N 2.87520 0.89564 -0.48768
C 1.80532 1.91401 -0.81736
C 1.87099 3.34851 -1.62482
Br 0.20353 4.51590 -1.64518
C 3.11569 3.82408 -2.35134
C 4.51929 2.96926 -2.38373
Br 3.03411 5.60453 -3.27274
N 0.59573 1.19081 -0.19459
N 0.92081 -0.03128 0.41941
H 7.65875 -2.38809 0.71046
H 6.53950 -2.74363 -0.81683
H 6.61070 -4.04704 0.54298
H 5.88256 -1.71006 1.97659
H 5.03138 -0.24839 0.51747
H 4.73501 -1.52049 -0.84151
H 3.22925 -3.44254 1.75568
H 2.11038 -2.10362 2.46812
H 0.24050 -2.77798 1.18929
H 1.18799 -4.40431 1.09329
H 1.34063 -4.45745 -1.23725
H 2.15914 -2.76724 -1.39772
H -0.11689 -1.58681 -1.78467
H -0.12606 -3.20246 -2.75493
H -2.20556 -3.78745 -1.71810
H -1.40463 -3.92220 -0.01759
H -3.04229 -1.51299 -1.40248
H -1.64549 -0.91682 -0.26958
H -2.98676 -2.85789 1.56396
H -4.41086 -2.34164 0.41018
H -3.23556 -0.66178 3.59797
H -2.12413 0.54546 2.62769
H -1.73760 -1.31128 2.49627
H 5.04445 3.07116 -1.32523
H 5.29476 3.33003 -3.18318
H 4.36666 1.80342 -2.56719
H -0.33540 1.65931 -0.26604
H 0.19622 -0.61999 0.88531
O -9.79325 -2.61066 0.19387
C -9.23685 -1.53843 0.42355
O -8.03428 -1.26041 -0.12404
C -7.39364 0.02785 -0.07588
C -6.60187 0.18923 1.20610
C -9.83832 -0.56062 1.38971
H -8.11617 0.83397 -0.23056
H -6.70627 0.06284 -0.92800
H -7.24892 0.14818 2.08680
H -6.06901 1.14469 1.21265
H -5.87335 -0.62167 1.31118
H -9.54578 -0.83274 2.40672
H -10.92799 -0.61138 1.30221
H -9.56636 0.47608 1.19193
F -0.92799 7.01172 -1.64372
O 4.26435 8.72127 -7.22492
Cl 4.17201 7.73453 -6.16647
O 5.24574 7.94437 -5.21483
O 4.28255 6.40475 -6.73416
O 2.89541 7.86730 -5.49184
Cs -1.82799 4.68797 -2.74813
Mg -0.32799 -1.22453 3.53937
Br 2.07201 -5.74097 0.89279
F 5.67201 4.34957 -4.52343
K 0.27201 7.02957 0.14057
C 2.75915 -0.86682 7.06938
Cl 1.48730 -0.88738 5.84170
Cl 2.85731 -2.41904 7.90963
H 3.71744 -0.66300 6.58541
H 2.53885 -0.08172 7.79676
Br 4.77201 4.47567 -7.08165
*
```

No. 3
Formula: C5H6N2OS
Source: the Open Molecules 2025 dataset
Level of theory: ωB97M-V with the def2-TZVPD basis set

LUMO level	-0.2	eV
HOMO-LUMO gap	7.63	eV
SMILES string	Cc1cnc(=S)[nH]c1O
E_HOMO	-0.2864	hartree

ORCA input file:
```
! wB97M-V def2-TZVPD RIJCOSX def2/J DEFGRID3
* xyz 0 1
C -1.67544 2.59162 0.44915
C -0.67148 1.48450 0.15335
C -0.49171 0.65254 -1.04912
C 0.68403 -1.02215 0.41504
C 0.03885 1.08865 1.25945
H -2.49712 2.38469 1.19029
H -2.14730 2.88820 -0.44894
H -1.03884 3.33077 1.00396
H -0.79245 0.33146 -2.87411
H 0.33160 -1.32117 -1.65638
H 0.04564 1.63148 2.14046
N 0.13705 -0.56412 -0.89062
N 0.66304 -0.10244 1.41536
O -1.12329 0.96589 -2.12070
S 1.38617 -2.56735 0.41062
*
```

No. 4
Formula: C10H13NO
Source: the Open Molecules 2025 dataset
Level of theory: ωB97M-V with the def2-TZVPD basis set

LUMO level	0.7	eV
HOMO-LUMO gap	8.51	eV
SMILES string	CCc1c[nH]c2ccccc12.O
E_HOMO	-0.2863	hartree

ORCA input file:
```
! wB97M-V def2-TZVPD RIJCOSX def2/J DEFGRID3
* xyz 0 1
C 0.70020 -2.06928 1.09857
C -0.24970 -1.15554 0.61271
C 1.28587 1.73143 -1.52701
C 2.61147 1.20581 -1.46678
C 0.31967 1.16293 -0.69657
C 2.97862 0.10932 -0.63897
C 0.56143 -0.11363 -0.09573
C 1.88508 -0.61836 -0.08446
N 1.89055 -1.82949 0.49985
C -2.63223 -1.76496 -0.07728
C -1.72619 -1.09611 0.89573
H 0.54566 -2.86886 1.82305
H 1.08607 2.64015 -2.11003
H 3.32911 1.73640 -2.10638
H -0.67586 1.62103 -0.76488
H 3.99890 -0.27088 -0.49722
H 2.74580 -2.38862 0.54940
H -3.71337 -1.79950 0.13847
H -2.23976 -2.79577 -0.07420
H -2.48777 -1.33651 -1.08335
H -1.96321 -0.01866 0.80429
H -2.02041 -1.42034 1.91247
O -1.90627 4.11214 0.81627
H -2.85202 3.84619 0.76077
H -1.47168 3.38111 1.31123
*
```